# 1
A cluster of 12 separate species, H24O12 in total in a non-equilibrium geometry. Source: OMol25; level of theory: ωB97M-V with the def2-TZVPD basis set.

Computed properties:
**Maximum force**: 2.9 eV/Å
**E**: -24959.7779 eV
**Orbital gap**: 9.546 eV
**SMILES string**: O.O.O.O.O.O.O.O.O.O.O.O
**HOMO**: -10.00 eV

Positions of all 36 atoms, in Å:
O  -2.2917  -0.9552  1.0648
H  -2.9168  -1.0780  0.3393
H  -1.4941  -0.5751  0.6313
O  -0.3294  -1.9220  1.8048
H  -0.3668  -2.6225  2.4668
H  -1.2293  -1.8669  1.4410
O  2.3305  -1.7709  -1.1639
H  3.1550  -1.3726  -1.4617
H  2.2074  -1.4732  -0.2501
O  -0.5922  -2.8009  -1.0604
H  -0.5825  -1.9313  -0.6218
H  -1.4893  -3.1277  -0.9359
O  2.4091  -1.1600  1.5886
H  2.8453  -1.0715  2.4421
H  1.5260  -1.5327  1.7725
O  1.0004  2.1656  -2.2518
H  1.2402  2.4183  -3.1540
H  1.1071  2.9765  -1.7383
O  -3.1103  1.0557  -0.8928
H  -2.4756  1.2465  -0.1753
H  -2.5920  1.1330  -1.7292
O  -1.5740  1.5151  -3.1154
H  -1.1081  0.8252  -3.6017
H  -0.8836  1.9187  -2.5504
O  -0.7559  0.4578  3.5195
H  -0.8948  -0.3151  2.9527
H  0.1158  0.3244  3.9070
O  0.0882  -0.1934  -0.1297
H  0.0640  0.7664  -0.2334
H  0.6604  -0.3444  0.6380
O  -1.3357  2.0942  0.9638
H  -0.7066  2.7971  0.7718
H  -1.3333  2.0143  1.9330
O  3.4455  0.7328  -1.2379
H  3.3095  0.9331  -0.3063
H  2.5573  0.7387  -1.6271

These are the natural (NBO) partial charges, in e, on atoms 1 to 4: -0.971 0.509 0.502 -1.031

=====

# 2
A cluster of 12 separate species, H24O12 in total in a non-equilibrium geometry. Source: OMol25; level of theory: ωB97M-V with the def2-TZVPD basis set.

Computed properties:
**Maximum force**: 3.7 eV/Å
**E**: -24960.1314 eV
**Orbital gap**: 9.385 eV
**SMILES string**: O.O.O.O.O.O.O.O.O.O.O.O
**HOMO**: -9.94 eV

Positions of all 36 atoms, in Å:
O  -23.2130  0.2430  -14.4680
H  -23.6060  1.0830  -14.2850
H  -23.5310  -0.0860  -15.2520
O  -26.0930  -4.4890  -14.9480
H  -25.2280  -4.7420  -14.6960
H  -25.9350  -4.5150  -15.8540
O  -24.3090  -1.1280  -18.8380
H  -24.6460  -1.8690  -18.3460
H  -23.6080  -1.5170  -19.4500
O  -23.3420  -2.8120  -14.0660
H  -23.0930  -2.6310  -14.9830
H  -22.4940  -3.0720  -13.6850
O  -26.4870  0.3760  -14.0270
H  -27.1420  -0.3070  -14.0100
H  -26.8750  1.1510  -13.6120
O  -27.2940  -2.7680  -13.3300
H  -26.6350  -2.2890  -12.7830
H  -26.7990  -3.2650  -13.9980
O  -24.4730  2.6370  -15.1450
H  -25.0680  3.2670  -14.7010
H  -25.0020  2.0250  -15.6980
O  -25.1610  -1.4990  -15.9230
H  -25.5040  -2.2440  -15.5240
H  -25.6840  -0.7440  -15.7120
O  -22.1270  -1.9510  -16.6230
H  -22.8920  -1.7420  -17.1950
H  -21.7730  -2.7280  -17.1230
O  -24.9220  -1.2480  -12.3150
H  -24.4660  -1.7470  -13.0040
H  -25.2070  -0.4620  -12.7800
O  -25.4740  1.2720  -17.5520
H  -26.2300  1.4530  -18.1040
H  -25.2820  0.3640  -17.8500
O  -24.0610  -4.0570  -17.3530
H  -23.2600  -3.9980  -16.8330
H  -23.7840  -4.6480  -18.0330

These are the natural (NBO) partial charges, in e, on atoms 1 to 4: -0.959 0.489 0.459 -0.928

=====

# 3
A cluster of 12 separate species, H24O12 in total in a non-equilibrium geometry. Source: OMol25; level of theory: ωB97M-V with the def2-TZVPD basis set.

Computed properties:
**Maximum force**: 2.3 eV/Å
**E**: -24959.3862 eV
**Orbital gap**: 8.837 eV
**SMILES string**: O.O.O.O.O.O.O.O.O.O.O.O
**HOMO**: -9.39 eV

Positions of all 36 atoms, in Å:
O  13.2626  10.8668  12.0759
H  13.9739  10.7617  12.6944
H  13.5475  11.5821  11.4850
O  12.2265  7.3032  8.9266
H  11.9771  6.4738  9.2829
H  11.9031  7.9808  9.4926
O  11.7617  11.2754  4.8533
H  12.0099  11.5020  3.9850
H  11.6853  12.1243  5.3236
O  10.8720  11.6196  10.0715
H  11.2942  10.8011  10.3009
H  11.4439  12.3155  10.3043
O  10.0840  9.3588  8.3305
H  10.8989  9.8401  8.5413
H  10.2715  8.9935  7.4759
O  11.7421  9.1684  10.8716
H  12.4616  9.6447  11.3229
H  11.0756  9.0460  11.5215
O  14.5862  7.9980  10.1383
H  14.8620  8.7491  9.6516
H  13.7972  7.7867  9.6285
O  13.2095  12.7955  6.8136
H  14.1811  12.7358  6.8994
H  13.2094  13.4636  6.1128
O  15.3458  10.3660  8.9884
H  15.2371  9.9669  8.1509
H  16.2515  10.7202  8.9146
O  15.9427  10.8988  11.5432
H  16.4237  10.1560  11.8854
H  15.5695  10.5917  10.7072
O  12.6172  10.3161  8.1895
H  13.1665  10.3037  8.9435
H  12.6539  11.1976  7.8142
O  13.4908  12.9129  10.2901
H  14.4541  12.7721  10.1138
H  13.5283  13.7382  10.7589

These are the natural (NBO) partial charges, in e, on atoms 1 to 4: -0.973 0.493 0.494 -0.964

=====

# 4
A cluster of 12 separate species, H25O12 in total in a non-equilibrium geometry. Source: OMol25; level of theory: ωB97M-V with the def2-TZVPD basis set.

Computed properties:
**Maximum force**: 4.8 eV/Å
**E**: -24967.4392 eV
**Charge**: +1
**Orbital gap**: 9.621 eV
**HOMO**: -12.67 eV

Positions of all 37 atoms, in Å:
O  2.0894  -0.3783  -0.8668
H  1.9665  -2.8629  -3.2486
H  0.6093  2.7524  -4.2276
O  -2.3085  3.2920  0.0379
H  -2.0674  2.9960  0.8803
H  -1.4974  -2.4078  3.2199
O  -2.4472  -2.0349  -1.0838
H  2.5380  3.2980  -0.9731
O  1.2337  -1.9407  2.2611
H  -2.8710  -2.3747  -1.8270
H  1.8157  -1.6739  1.5238
O  -0.8545  -2.9364  -2.5441
H  -1.2464  -3.8051  -2.6110
H  0.0642  -3.0541  -2.2694
O  1.6811  -2.1729  -2.6406
H  -0.8888  0.2180  2.7140
H  1.6266  -1.3792  -3.2573
O  -1.0274  -2.5643  2.4179
H  -1.7816  -1.4216  -1.4550
H  2.8425  -0.0035  -1.3671
O  0.0678  2.5541  -3.3580
H  -0.5349  3.2285  -3.4631
H  -1.6320  3.1459  -0.6025
O  1.9904  2.5301  -0.8899
H  0.2044  -1.7147  2.1172
H  1.1992  2.4874  -1.4901
O  -2.9886  0.3811  1.4293
H  -2.7694  0.8739  0.4959
H  -3.6102  -0.2095  1.0571
O  0.0172  0.4289  2.9743
H  1.5683  -1.4036  2.9461
H  1.7349  0.5075  -0.6117
O  2.8093  2.3788  3.2258
H  -1.6845  -2.7119  1.7332
H  2.1250  2.2472  3.8779
H  -0.2237  1.2397  3.4239
H  2.2497  2.4905  2.4514

These are the natural (NBO) partial charges, in e, on atoms 1 to 4: -0.966 0.473 0.487 -0.936